Formula: C30H47N4O15
Source: OMol25
Level of theory: the ωB97M-V functional and the def2-TZVPD basis

Last column: Löwdin charge in e.
Geometry (Å):
O: -2.03 2.99 -1.96  0.016
N: -0.76 3.40 -1.66  -0.026
C: 0.24 2.52 -1.97  -0.149
N: -0.02 1.18 -2.64  0.116
C: 1.43 0.66 -2.68  0.062
N: 2.36 1.71 -2.07  0.024
N: 1.68 2.85 -1.65  0.103
H: -2.14 2.16 -1.38  0.145
H: -0.52 4.32 -1.23  0.191
H: 1.66 -0.40 -3.12  0.159
H: 3.39 1.55 -2.00  0.162
H: 2.13 3.68 -1.20  0.127
O: -4.71 0.22 0.00  0.099
C: -3.86 -0.42 -0.60  -0.453
O: -3.20 0.04 -1.71  0.002
C: -2.37 -0.99 -2.22  -0.177
C: -2.14 -1.93 -1.06  -0.154
C: -3.42 -1.81 -0.28  -0.072
H: -2.89 -1.49 -3.05  0.138
H: -1.43 -0.57 -2.59  0.077
H: -1.90 -2.95 -1.37  0.127
H: -1.30 -1.56 -0.45  0.114
H: -4.18 -2.52 -0.64  0.151
H: -3.26 -1.94 0.79  0.102
O: 3.19 5.32 -0.79  0.085
C: 3.36 5.80 -1.90  -0.443
O: 2.65 5.44 -3.01  0.006
C: 3.19 6.12 -4.14  -0.158
C: 3.90 7.32 -3.59  -0.151
C: 4.39 6.82 -2.25  -0.068
H: 3.86 5.44 -4.67  0.126
H: 2.37 6.40 -4.82  0.136
H: 4.70 7.69 -4.24  0.131
H: 3.18 8.14 -3.43  0.131
H: 5.36 6.34 -2.33  0.146
H: 4.42 7.63 -1.51  0.142
O: -3.79 -3.50 2.23  0.090
C: -3.02 -3.36 3.16  -0.446
O: -1.73 -2.93 3.04  0.021
C: -1.09 -2.99 4.31  -0.164
C: -2.21 -2.96 5.32  -0.157
C: -3.32 -3.68 4.60  -0.073
H: -0.50 -3.91 4.36  0.127
H: -0.42 -2.13 4.42  0.114
H: -1.94 -3.42 6.27  0.116
H: -2.51 -1.92 5.52  0.125
H: -3.27 -4.76 4.74  0.141
H: -4.30 -3.29 4.89  0.134
O: 2.42 -1.65 5.24  0.104
C: 2.59 -1.17 4.13  -0.453
O: 1.88 -1.53 3.02  0.022
C: 2.42 -0.85 1.88  -0.174
C: 3.13 0.36 2.44  -0.174
C: 3.62 -0.14 3.78  -0.080
H: 3.10 -1.53 1.36  0.130
H: 1.61 -0.56 1.21  0.120
H: 3.93 0.72 1.79  0.117
H: 2.42 1.17 2.59  0.123
H: 4.60 -0.63 3.70  0.141
H: 3.65 0.66 4.52  0.136
O: 5.12 1.81 -3.95  0.077
C: 4.85 2.04 -5.12  -0.460
O: 5.71 2.63 -6.00  0.038
C: 5.03 2.84 -7.24  -0.161
C: 3.89 1.86 -7.25  -0.158
C: 3.54 1.76 -5.78  -0.099
H: 4.69 3.88 -7.28  0.128
H: 5.72 2.67 -8.07  0.137
H: 3.06 2.17 -7.88  0.128
H: 4.25 0.88 -7.61  0.131
H: 2.82 2.52 -5.49  0.130
H: 3.17 0.76 -5.53  0.123
O: -0.84 -6.03 6.56  0.091
C: 0.31 -5.74 6.85  -0.464
O: 0.66 -4.78 7.75  0.029
C: 2.08 -4.64 7.76  -0.165
C: 2.61 -5.94 7.21  -0.166
C: 1.53 -6.35 6.23  -0.086
H: 2.35 -3.79 7.13  0.118
H: 2.43 -4.46 8.78  0.131
H: 3.60 -5.85 6.75  0.121
H: 2.68 -6.69 8.01  0.125
H: 1.69 -5.92 5.24  0.133
H: 1.44 -7.44 6.17  0.133
O: -6.84 -1.83 -3.58  0.091
C: -7.52 -1.18 -2.80  -0.457
O: -8.75 -1.56 -2.35  0.032
C: -9.30 -0.52 -1.54  -0.170
C: -8.11 0.28 -1.07  -0.164
C: -7.15 0.15 -2.23  -0.086
H: -9.98 0.07 -2.16  0.129
H: -9.85 -0.96 -0.71  0.130
H: -8.36 1.31 -0.83  0.123
H: -7.68 -0.19 -0.18  0.123
H: -7.31 0.92 -2.98  0.139
H: -6.11 0.16 -1.88  0.096

The calculation puts the electronic energy at -2518.634415 Eh. For the lowest unoccupied orbital energy, the calculation gives -3.82 eV. For the HOMO energy, the calculation gives -11.2 eV. As for the max |F|: 0.16394 Eh/bohr. Its net charge is +1.